No. 1
{
  "formula": "C7H15N2Si",
  "method": "wB97M-V/def2-TZVPD",
  "mol_weight_da": 155.3,
  "total_charge": 1,
  "e_above_lowest_kcal_mol": 35.8,
  "species": ["C", "C", "C", "C", "C", "C", "C", "N", "N", "Si", "H", "H", "H", "H", "H", "H", "H", "H", "H", "H", "H", "H", "H", "H", "H"],
  "coordinates": [[2.135061, 1.238863, 1.638030], [0.851404, 1.492729, 2.126066], [0.644850, 0.150939, 0.386847], [0.380295, 2.443689, 3.190907], [0.145173, -2.902729, -1.551826], [-0.446502, -0.160623, -3.099946], [-2.236667, -0.935565, -0.671110], [1.975866, 0.347879, 0.589675], [-0.019890, 0.755344, 1.402652], [-0.541210, -1.115264, -1.417383], [3.008758, 1.503294, 2.166061], [1.322211, 2.737718, 3.572668], [-0.243328, 3.278587, 2.881739], [-0.125675, 1.995585, 4.053872], [-0.787808, -3.305357, -1.836581], [1.103297, -3.092462, -2.049698], [0.285653, -3.067124, -0.489879], [0.368553, 0.550946, -2.975537], [-0.309656, -0.826964, -3.964648], [-1.404486, 0.587760, -3.237945], [-2.439840, 0.016470, -0.356624], [-2.896876, -1.135789, -1.618003], [-2.460805, -1.744631, 0.020320], [2.648445, 0.200485, -0.222645], [-0.956824, 0.986221, 1.462990]],
  "forces_ev_per_a": [[-2.7, 0.2, 1.2], [1.4, 0.6, 0.6], [-1.0, -2.0, -2.1], [0.3, -1.1, 0.3], [0.7, 2.9, 1.7], [-2.1, 1.7, 1.3], [0.0, -3.4, -3.0], [-0.6, 0.4, -1.6], [3.0, -0.3, -1.7], [1.1, 1.1, -0.3], [1.1, 0.2, -0.2], [0.7, 1.3, 0.7], [0.3, 0.1, -0.5], [0.0, -0.4, -0.4], [-0.6, -1.5, -0.9], [-0.8, 0.0, -0.4], [0.0, -0.8, 0.3], [0.3, -0.1, -0.5], [0.0, 0.4, 0.4], [2.2, -2.2, 0.3], [-0.6, 2.3, 1.0], [0.9, 0.4, 1.6], [-0.1, 0.3, 0.3], [-1.1, 0.0, 1.9], [-2.3, -0.2, -0.2]]
}

---

No. 2
{
  "formula": "C7H15N3",
  "method": "wB97M-V/def2-TZVPD",
  "mol_weight_da": 141.2,
  "e_above_lowest_kcal_mol": 127.4,
  "species": ["C", "C", "C", "C", "C", "C", "C", "N", "N", "N", "H", "H", "H", "H", "H", "H", "H", "H", "H", "H", "H", "H", "H", "H", "H"],
  "coordinates": [[-2.115171, 1.755267, -0.177568], [-0.278223, -0.056189, -0.557828], [1.912331, 0.915379, -0.875796], [1.763712, -0.980139, 0.678604], [0.683364, 1.195165, 1.260972], [-1.642125, -2.072344, -0.611562], [1.018967, 0.236858, 0.153751], [-2.574470, 0.832381, 0.467242], [-2.277253, -0.321126, 0.841626], [-1.158870, -0.901655, 0.066362], [-0.812033, 1.019443, -0.433828], [-2.560146, 2.385182, -0.960426], [-0.242793, -0.359138, -1.522601], [2.209857, 0.269355, -1.677802], [2.811332, 1.163895, -0.405409], [1.504231, 1.851354, -1.403726], [2.565608, -0.639301, 1.228113], [1.068513, -1.470839, 1.327747], [1.982275, -1.702280, -0.089059], [-0.129565, 0.623924, 1.670083], [0.288072, 2.153280, 0.970286], [1.315541, 1.206955, 2.181422], [-2.749397, -2.044682, -0.414441], [-1.456192, -2.164544, -1.711508], [-1.127569, -2.896212, -0.004653]],
  "forces_ev_per_a": [[0.7, 2.1, -0.5], [-1.1, 1.1, 2.5], [-1.0, 1.2, -1.4], [-2.7, -0.2, -0.9], [-0.2, -1.2, 2.1], [-0.6, -1.5, 1.2], [1.6, 1.2, -1.6], [-0.4, -1.6, -0.2], [-0.2, -0.1, 0.8], [-1.0, 0.6, 0.8], [0.5, -0.1, -1.2], [0.0, -0.7, 0.4], [0.9, -0.4, -3.4], [-0.1, -0.7, -0.6], [1.5, 0.8, 0.8], [0.3, -1.2, 1.1], [2.1, 0.4, 1.0], [-0.3, -0.5, 0.8], [0.5, -0.1, -0.4], [-1.1, 0.2, 0.8], [0.3, 0.4, -0.2], [0.3, 0.4, -1.2], [1.1, -0.7, -0.4], [0.1, 0.3, 0.9], [-1.1, 0.3, -1.5]]
}

---

No. 3
{
  "formula": "C7H15N3",
  "method": "wB97M-V/def2-TZVPD",
  "spin_multiplicity": 3,
  "mol_weight_da": 141.2,
  "total_charge": 2,
  "e_above_lowest_kcal_mol": 57.9,
  "species": ["C", "C", "C", "C", "C", "C", "C", "N", "N", "N", "H", "H", "H", "H", "H", "H", "H", "H", "H", "H", "H", "H", "H", "H", "H"],
  "coordinates": [[0.932892, -0.253492, 0.057950], [-0.751410, 0.469656, -0.135540], [1.699227, 1.016935, 0.403990], [-0.195388, 1.751164, -0.736010], [1.704803, -1.354706, -0.160382], [-3.519024, -1.149895, -0.369375], [-2.646665, -0.699871, 0.779629], [-1.929633, 0.390678, 0.195053], [0.776341, 2.209201, 0.205910], [3.100878, -1.618325, 0.115949], [2.127959, 0.981878, 1.447992], [2.471937, 1.190847, -0.499710], [0.396535, 1.528565, -1.656612], [-0.925572, 2.622859, -0.889079], [1.198336, -2.170735, -0.628476], [-4.192685, -1.873433, -0.038453], [-4.111924, -0.289222, -0.927476], [-2.832732, -1.563474, -1.183747], [-3.312502, -0.229005, 1.391487], [-2.098054, -1.560132, 1.250542], [0.372040, 2.599070, 1.087798], [1.547263, 2.953406, -0.156757], [3.407513, -2.251497, -0.576415], [3.226758, -2.055498, 0.940623], [3.553102, -0.644969, 0.081107]],
  "forces_ev_per_a": [[-4.5, 8.2, 2.8], [2.4, 0.5, -0.1], [0.5, -1.0, -1.8], [-1.4, 1.3, -2.0], [0.9, -6.2, -2.3], [0.7, 1.3, -3.5], [0.6, -1.0, -1.7], [1.5, -0.9, 0.3], [4.3, 2.2, 1.3], [-1.2, 4.9, -2.1], [0.0, 0.3, -1.1], [-0.8, -0.3, 2.2], [-0.9, 0.3, 0.3], [0.6, -1.8, 0.0], [0.3, -0.6, -0.5], [-1.1, -1.3, 0.3], [1.2, -1.6, 1.6], [-1.1, 0.2, 1.0], [-1.5, 0.9, 2.5], [-0.1, 1.1, -0.4], [0.2, -0.5, -0.7], [-2.9, -1.4, 0.8], [1.1, -0.7, -1.5], [1.0, -1.8, 4.4], [0.3, -2.1, 0.1]]
}

---

No. 4
{
  "formula": "C7H15N4OP",
  "method": "wB97M-V/def2-TZVPD",
  "smiles": "CC(C)/N=N/P(=O)(N1CC1)N1CC1",
  "mol_weight_da": 202.2,
  "e_above_lowest_kcal_mol": 72.5,
  "species": ["C", "C", "C", "N", "N", "P", "O", "N", "C", "C", "N", "C", "C", "H", "H", "H", "H", "H", "H", "H", "H", "H", "H", "H", "H", "H", "H", "H"],
  "coordinates": [[3.573331, 0.664228, 0.662442], [2.564266, -0.027954, -0.192081], [2.691244, -1.652619, -0.315234], [1.221894, 0.434755, 0.089654], [0.332223, -0.384550, 0.312677], [-1.370963, -0.134494, 0.583321], [-1.557962, -0.277623, 2.021947], [-1.949926, -1.144007, -0.594332], [-3.373910, -1.323793, -0.655098], [-2.538257, -2.331026, -0.056288], [-2.038492, 1.460456, -0.133487], [-1.253830, 2.335245, -0.909955], [-1.438240, 2.552494, 0.575613], [3.863538, 0.149042, 1.610711], [4.545937, 0.708501, 0.092524], [3.303187, 1.695613, 1.035338], [2.750144, 0.367669, -1.243818], [1.637583, -1.983561, -0.068004], [3.349787, -2.021178, 0.444597], [3.086028, -1.975154, -1.240450], [-3.709144, -1.174262, -1.696271], [-4.015615, -0.714023, 0.128161], [-2.399379, -2.453998, 0.998242], [-2.404744, -3.359471, -0.588921], [-1.791948, 2.947454, -1.605761], [-0.345692, 1.878695, -1.292952], [-0.586029, 2.398655, 1.197309], [-2.145023, 3.364897, 0.840121]],
  "forces_ev_per_a": [[2.1, 0.8, 1.5], [0.5, -2.4, -2.2], [-1.7, 2.3, 1.8], [-1.7, 1.0, 0.4], [0.4, -0.6, -0.5], [0.8, 4.0, -2.4], [-0.8, -0.3, 0.3], [1.6, 0.5, 0.4], [-3.0, 3.2, 1.4], [0.6, -4.7, -1.5], [-0.5, -4.3, 2.8], [1.4, -0.1, -0.1], [-0.5, 1.9, -1.2], [-0.6, -0.1, -0.7], [-1.0, 0.2, 0.6], [0.0, -0.9, -0.9], [-0.5, -0.3, 1.1], [1.4, -0.2, -0.7], [0.3, -0.2, 0.6], [0.0, -0.2, -1.2], [-0.2, -1.1, 0.7], [1.3, -1.1, -1.8], [-0.7, 0.1, 0.6], [0.2, 2.1, 0.6], [-0.3, 0.2, -0.3], [0.2, 0.6, 0.1], [0.4, -0.1, 0.5], [0.6, -0.6, 0.1]]
}